i.
57
Properties=species:S:1:pos:R:3 method="wB97M-V/def2-TZVPD" spin_multiplicity=4 s2=3.78 gap_ev="5.0105 / 4.9465" total_charge=+3 lumo_energy_ev="-9.47 / -11.82"
Tc -0.34 0.31 -0.58
C -2.61 0.05 -2.51
C -1.42 0.35 -3.42
S 0.17 -0.16 -2.69
C 1.18 1.35 -2.95
C 0.68 2.63 -2.27
S 0.39 2.42 -0.48
C -1.28 3.15 -0.31
C -2.40 2.48 -1.10
S -2.52 0.69 -0.80
H -2.74 -1.03 -2.43
H -3.53 0.44 -2.97
H -1.40 1.41 -3.70
H -1.54 -0.20 -4.35
H 1.27 1.52 -4.03
H 2.19 1.12 -2.59
H -0.21 3.01 -2.77
H 1.44 3.41 -2.38
H -1.21 4.21 -0.58
H -1.52 3.12 0.76
H -2.31 2.70 -2.17
H -3.36 2.92 -0.79
S 3.70 -0.40 5.47
N 4.12 -0.61 3.88
C 3.02 -0.36 3.15
C 2.91 -0.42 1.73
C 4.00 -0.77 0.90
C 3.81 -0.80 -0.47
C 2.56 -0.49 -0.96
N 1.50 -0.16 -0.18
C 1.64 -0.11 1.16
C 0.53 0.24 1.95
N -0.64 0.51 1.33
C -1.73 0.85 2.06
C -1.74 0.94 3.44
C -0.56 0.67 4.11
C 0.59 0.31 3.36
C 1.84 0.01 3.99
N 2.10 0.02 5.30
H 4.97 -1.00 1.33
H 4.63 -1.06 -1.14
H 2.36 -0.51 -2.03
H -2.62 1.06 1.48
H -2.64 1.22 3.97
H -0.52 0.72 5.19
I 0.98 -5.27 -1.72
C -0.32 -3.87 -0.92
C -1.51 -4.27 -0.32
C -2.37 -3.31 0.21
C -1.99 -1.97 0.12
N -0.84 -1.56 -0.46
C -0.03 -2.52 -0.96
H -1.79 -5.32 -0.26
H -3.30 -3.58 0.68
H -2.62 -1.18 0.51
H 0.88 -2.14 -1.42
H 0.17 -0.75 0.61

ii.
57
Properties=species:S:1:pos:R:3 method="wB97M-V/def2-TZVPD" spin_multiplicity=4 s2=3.76 gap_ev="4.9520 / 5.7038" total_charge=+3 lumo_energy_ev="-10.50 / -11.33"
Tc 0.00 0.00 0.00
C 1.59 0.72 -2.82
C 1.59 2.08 -2.14
S 0.35 2.13 -0.82
C 1.29 2.92 0.52
C 2.39 2.03 1.08
S 1.75 0.36 1.39
C 3.06 -0.66 0.65
C 3.17 -0.53 -0.87
S 1.53 -0.67 -1.64
H 0.70 0.64 -3.46
H 2.46 0.61 -3.47
H 2.59 2.31 -1.75
H 1.36 2.86 -2.87
H 1.71 3.87 0.16
H 0.58 3.17 1.31
H 3.25 2.00 0.41
H 2.75 2.44 2.03
H 4.02 -0.41 1.12
H 2.85 -1.70 0.91
H 3.65 0.41 -1.14
H 3.80 -1.33 -1.27
S 2.12 -4.01 5.78
N 2.65 -4.06 4.21
C 1.95 -3.12 3.54
C 2.06 -2.80 2.15
C 2.96 -3.44 1.28
C 3.00 -3.06 -0.05
C 2.15 -2.05 -0.46
N 1.27 -1.42 0.36
C 1.21 -1.77 1.66
C 0.30 -1.09 2.46
N -0.45 -0.14 1.88
C -1.35 0.54 2.63
C -1.56 0.33 3.98
C -0.81 -0.65 4.60
C 0.14 -1.37 3.85
C 0.96 -2.39 4.40
N 0.98 -2.81 5.68
H 3.62 -4.23 1.64
H 3.68 -3.53 -0.75
H 2.13 -1.71 -1.49
H -1.92 1.30 2.08
H -2.30 0.91 4.52
H -0.94 -0.85 5.66
I -0.96 -5.41 -2.01
C -1.26 -3.37 -2.17
C -2.05 -2.84 -3.19
C -2.23 -1.47 -3.27
C -1.62 -0.66 -2.32
N -0.85 -1.14 -1.32
C -0.69 -2.49 -1.27
H -2.52 -3.49 -3.93
H -2.84 -1.03 -4.05
H -1.73 0.42 -2.34
H -0.06 -2.83 -0.45
H -1.04 -1.20 0.52

The relative energies come out as i 0.0; ii 340.2, with values in kcal/mol.

i.
14
Properties=species:S:1:pos:R:3 method="wB97M-V/def2-TZVPD" gap_ev="6.7129 / 6.2007" total_charge=+1 lumo_energy_ev="-5.32 / -5.75"
C -0.38 1.31 -0.46
C 0.96 1.62 -0.33
C -1.29 0.47 0.02
C 2.11 -0.40 0.15
C 2.28 -1.61 0.38
C -2.36 -0.48 0.03
O 1.83 0.81 0.17
H -1.00 2.18 -0.95
H 1.33 2.73 -0.20
H 2.99 -2.40 0.05
H 1.52 -2.11 1.03
H -2.88 -0.58 -0.99
H -3.13 -0.14 0.79
H -1.97 -1.40 0.30

ii.
14
Properties=species:S:1:pos:R:3 method="wB97M-V/def2-TZVPD" gap_ev=9.5754 total_charge=+1 lumo_energy_ev=-5.96
C -1.08 -0.29 1.22
C -0.09 0.24 2.03
C -0.60 -0.35 -0.09
C 1.12 0.33 0.18
C 1.97 0.61 -0.74
C -1.09 -0.59 -1.43
O 1.05 0.52 1.61
H -1.98 -0.59 1.72
H -0.35 0.52 3.05
H 2.93 1.19 -0.71
H 1.88 0.30 -1.78
H -1.47 -1.62 -1.41
H -0.30 -0.30 -2.05
H -2.01 0.03 -1.60

The relative energies come out as i 111.2; ii 0.0, with values in kcal/mol.

i.
71
Properties=species:S:1:pos:R:3 method="wB97M-V/def2-TZVPD" spin_multiplicity=4 s2=3.80 gap_ev="5.5910 / 5.9575" lumo_energy_ev="-0.26 / -0.68"
Co -0.26 0.08 0.49
O 5.04 -0.14 -1.10
C 2.65 -0.27 -0.65
N 2.18 0.41 0.53
C 2.63 1.60 1.15
C 3.93 2.07 1.18
C 4.23 3.23 1.89
C 3.21 3.91 2.55
C 1.90 3.44 2.52
C 1.58 2.27 1.83
N 0.32 1.64 1.78
C -0.72 2.13 2.45
O -0.88 3.19 3.07
C -1.88 1.15 2.47
C -3.02 1.44 3.21
C -4.03 0.50 3.29
C -3.85 -0.72 2.64
C -2.69 -0.93 1.92
N -1.73 -0.01 1.81
C 2.57 -1.79 -0.58
C 3.33 -2.61 -1.41
C 3.12 -3.98 -1.38
C 2.16 -4.50 -0.54
C 1.46 -3.60 0.25
N 1.67 -2.29 0.26
H 4.71 1.54 0.66
H 5.25 3.60 1.92
H 3.44 4.82 3.09
H 1.12 3.98 3.03
H -3.07 2.40 3.69
H -4.93 0.70 3.84
H -4.60 -1.50 2.69
H -2.53 -1.85 1.37
H 4.06 -2.18 -2.09
H 3.71 -4.64 -2.02
H 1.95 -5.56 -0.51
H 0.65 -3.93 0.92
S 2.18 1.99 -2.86
C 3.66 1.22 -2.37
C 3.78 0.30 -1.43
C 1.31 0.47 -0.66
C 1.11 1.61 -1.55
C -0.17 2.28 -1.56
C -0.46 3.39 -2.39
C -1.71 3.98 -2.34
C -2.66 3.48 -1.46
C -2.30 2.39 -0.67
N -1.12 1.79 -0.73
H 4.54 1.60 -2.88
H 4.98 -0.69 -0.32
H 0.31 3.79 -3.04
H -1.93 4.83 -2.97
H -3.65 3.92 -1.37
H -3.01 1.98 0.04
N -1.81 -4.91 1.15
C -2.58 -4.10 0.06
P -2.23 -2.28 -1.30
O -1.79 -3.09 -2.50
O -1.10 -1.38 -0.72
C -3.09 -0.79 -2.19
N -1.88 -0.14 -2.84
H -2.23 -5.80 1.41
H -1.71 -4.35 1.98
H -0.88 -5.10 0.80
H -3.58 -3.94 0.48
H -2.63 -4.76 -0.80
H -3.50 -0.08 -1.47
H -3.82 -1.09 -2.93
H -1.14 -0.23 -2.10
H -1.99 0.83 -3.11
H -1.57 -0.71 -3.61

ii.
71
Properties=species:S:1:pos:R:3 method="wB97M-V/def2-TZVPD" spin_multiplicity=4 s2=3.78 gap_ev="5.9211 / 6.1783" lumo_energy_ev="-0.20 / -0.15"
Co 1.14 0.06 -0.42
O 3.17 -2.78 -1.45
C 1.93 -2.53 -0.63
N 2.14 -1.52 0.33
C 2.22 -1.65 1.68
C 2.50 -2.81 2.42
C 2.52 -2.78 3.80
C 2.28 -1.61 4.51
C 2.03 -0.44 3.81
C 2.00 -0.45 2.42
N 1.82 0.66 1.59
C 1.52 1.86 1.85
O 1.23 2.38 3.06
C 1.61 2.79 0.68
C 1.62 4.17 0.83
C 1.83 4.96 -0.29
C 2.03 4.34 -1.52
C 1.98 2.96 -1.58
N 1.76 2.20 -0.51
C -0.51 -2.34 -0.92
C -1.48 -2.95 -1.77
C -2.65 -3.44 -1.23
C -2.87 -3.35 0.14
C -1.86 -2.76 0.90
N -0.74 -2.26 0.40
H 2.72 -3.73 1.90
H 2.74 -3.70 4.34
H 2.32 -1.60 5.59
H 1.87 0.49 4.33
H 1.50 4.61 1.81
H 1.85 6.03 -0.21
H 2.22 4.92 -2.42
H 2.11 2.44 -2.52
H -1.25 -3.08 -2.82
H -3.39 -3.92 -1.87
H -3.76 -3.74 0.61
H -1.96 -2.69 1.98
S 1.65 -2.44 -4.08
C 2.96 -4.11 -1.19
C 1.90 -4.04 -0.39
C 0.78 -1.94 -1.48
C 0.82 -1.68 -2.87
C -0.01 -0.47 -3.25
C -0.66 -0.36 -4.47
C -1.39 0.79 -4.74
C -1.44 1.79 -3.78
C -0.74 1.62 -2.60
N -0.04 0.51 -2.34
H 3.59 -4.87 -1.63
H 1.24 -4.72 0.11
H -0.58 -1.18 -5.17
H -1.92 0.89 -5.68
H -1.99 2.71 -3.95
H -0.75 2.38 -1.82
N -2.76 -0.11 -0.73
C -3.32 0.61 0.46
P -2.02 1.89 0.83
O -2.40 3.18 0.19
O -0.76 1.17 0.41
C -2.05 2.10 2.65
N -1.36 3.36 2.95
H -3.04 -1.09 -0.79
H -1.73 -0.05 -0.61
H -2.98 0.37 -1.60
H -3.42 -0.12 1.26
H -4.28 1.05 0.22
H -1.53 1.26 3.12
H -3.10 2.10 2.98
H 0.39 2.92 2.99
H -1.60 3.68 3.88
H -1.66 4.07 2.29

The relative energies come out as i 96.5; ii 0.0, with values in kcal/mol.

i.
24
Properties=species:S:1:pos:R:3 method="wB97M-V/def2-TZVPD" smiles="C=C[C@H]1CC(C)(C)[C@@H]1N" gap_ev=9.3952 lumo_energy_ev=0.99
C 0.48 2.76 1.65
C 1.05 2.30 0.53
C 0.82 0.72 -0.03
C 0.71 -0.45 0.96
C -0.20 -1.16 -0.07
C 0.56 -2.07 -1.02
C -1.44 -1.82 0.48
C -0.57 0.57 -0.54
N -0.71 0.88 -1.91
H -0.22 2.16 2.23
H 0.74 3.73 2.05
H 1.71 2.95 -0.05
H 1.62 0.57 -0.77
H 0.20 -0.19 1.90
H 1.66 -0.93 1.20
H 0.84 -3.01 -0.52
H 1.50 -1.63 -1.38
H -0.05 -2.33 -1.90
H -1.99 -1.17 1.17
H -1.20 -2.74 1.03
H -2.13 -2.11 -0.33
H -1.38 0.92 0.09
H -0.98 0.25 -2.66
H -1.01 1.83 -2.11

ii.
24
Properties=species:S:1:pos:R:3 method="wB97M-V/def2-TZVPD" smiles=CN[C@]12CCC[C@]1(C)C2 gap_ev=8.6693 lumo_energy_ev=0.95
C 0.44 -2.87 -0.19
N -0.19 -1.56 -0.55
C 0.39 -0.38 0.28
C -0.47 -0.07 1.37
C -1.63 0.57 0.47
C -1.08 0.95 -0.85
C 0.40 0.96 -0.46
C 0.77 2.42 0.25
C 1.49 0.14 -0.52
H 0.52 -3.19 0.84
H -0.01 -3.65 -0.74
H 1.43 -2.66 -0.62
H -1.13 -1.75 -0.38
H -0.82 -0.85 2.00
H 0.09 0.70 1.90
H -2.67 0.12 0.46
H -1.82 1.52 1.09
H -1.47 2.06 -0.83
H -1.33 0.29 -1.62
H 1.67 2.83 -0.61
H -0.23 3.14 0.17
H 1.10 2.10 1.42
H 1.66 -0.54 -1.33
H 2.46 0.56 -0.08

iii.
24
Properties=species:S:1:pos:R:3 method="wB97M-V/def2-TZVPD" smiles=C[C@@H]1CN1[C@@H]1CC[C@@H]1C gap_ev=9.3881 lumo_energy_ev=1.12
C 2.69 -0.95 0.34
C 2.17 0.22 -0.54
C 1.54 1.41 0.15
N 0.73 0.36 -0.58
C -0.22 -0.40 0.04
C -1.07 -1.44 -0.66
C -2.32 -0.94 0.15
C -1.51 0.35 0.59
C -1.85 1.55 -0.21
H 3.75 -0.86 0.58
H 2.33 -1.04 1.37
H 2.52 -1.88 -0.14
H 2.76 0.49 -1.42
H 1.65 2.28 -0.49
H 1.66 1.59 1.24
H 0.28 -0.86 1.00
H -1.09 -1.33 -1.73
H -0.82 -2.47 -0.44
H -2.38 -1.62 0.93
H -3.24 -0.73 -0.44
H -1.64 0.57 1.66
H -1.43 1.63 -1.24
H -2.91 1.42 -0.36
H -1.59 2.65 0.18

iv.
24
Properties=species:S:1:pos:R:3 method="wB97M-V/def2-TZVPD" smiles="CN(C)C/C=C/C1CC1" gap_ev=9.2017 lumo_energy_ev=1.01
C 1.59 -0.87 1.13
N 2.31 0.10 0.29
C 2.93 -0.76 -0.94
C 1.53 1.31 0.01
C 0.17 0.74 -0.39
C -0.88 0.94 0.30
C -2.33 0.49 -0.06
C -2.77 -0.61 -0.95
C -3.15 -0.76 0.55
H 1.85 -0.60 2.38
H 0.52 -0.93 0.74
H 2.12 -2.07 1.05
H 3.86 -0.49 -1.82
H 2.13 -1.23 -1.23
H 3.67 -1.32 -0.20
H 1.32 1.90 0.98
H 1.92 1.82 -0.79
H -0.06 0.23 -1.42
H -0.99 1.47 1.19
H -3.20 1.15 0.15
H -3.34 -0.53 -1.80
H -1.88 -1.05 -1.26
H -4.16 -0.28 0.91
H -2.55 -1.64 1.11

The relative energies come out as i 0.0; ii 100.1; iii 16.2; iv 120.1, with values in kcal/mol.

i.
27
Properties=species:S:1:pos:R:3 method="wB97M-V/def2-TZVPD" smiles=CO.O.O.O.O.O.O.O gap_ev=10.3968 lumo_energy_ev=0.12
C -1.81 -2.79 3.96
O -2.45 -1.65 3.45
H -1.08 -2.55 4.73
H -2.50 -3.53 4.36
H -1.28 -3.32 3.18
H -1.83 -0.92 3.43
O 3.90 -1.46 -2.07
H 3.40 -2.15 -2.51
H 3.92 -1.74 -1.15
O -1.70 -1.34 -2.25
H -2.15 -1.92 -1.64
H -1.22 -1.92 -2.84
O 0.80 0.71 -5.28
H 0.47 -0.18 -5.23
H 0.19 1.17 -5.85
O -0.40 1.99 3.17
H 0.42 2.25 3.59
H -0.70 2.78 2.73
O 0.92 0.86 -0.60
H 0.34 0.23 -1.02
H 0.64 0.87 0.31
O 3.58 2.61 3.29
H 4.19 3.09 3.86
H 3.27 3.27 2.67
O -2.80 2.23 -4.17
H -3.55 1.84 -4.62
H -2.56 1.58 -3.51

ii.
27
Properties=species:S:1:pos:R:3 method="wB97M-V/def2-TZVPD" smiles=CO.O.O.O.O.O.O.O gap_ev=10.2731 lumo_energy_ev=0.15
C -2.59 -1.59 -0.05
O -2.20 -1.43 1.26
H -3.55 -0.99 -0.05
H -1.74 -1.42 -0.75
H -2.71 -2.69 -0.26
H -1.65 -0.71 1.30
O 1.54 -0.51 1.92
H 1.44 0.41 1.64
H 2.45 -0.70 1.76
O 0.22 0.61 -2.47
H -0.57 1.00 -2.17
H 0.36 0.87 -3.37
O 1.70 -1.27 -1.05
H 1.66 -2.21 -1.01
H 1.06 -1.13 -1.70
O 0.51 2.74 1.11
H 1.17 3.28 1.54
H 0.97 2.50 0.26
O -1.08 1.79 -0.74
H -0.94 1.29 0.04
H -0.85 2.71 -0.61
O -0.30 -2.79 2.51
H 0.16 -2.01 2.22
H -1.14 -2.74 2.00
O 1.97 2.07 -1.10
H 1.48 1.39 -1.56
H 2.64 1.53 -0.66

The relative energies come out as i 4.5; ii 0.0, with values in kcal/mol.